Entry i
Density functional theory data (wB97M-V/def2-TZVPD) for the molecule C2H5NOS2.

The geometry in XYZ format:
```
11
C2H5NOS2, DFT wB97M-V/def2-TZVPD
C -0.106 2.080 1.382
S 0.806 1.097 0.117
C -0.661 -0.010 0.273
O -1.569 0.532 0.924
N -0.784 -1.180 -0.705
S 0.743 -1.812 -1.130
H 0.194 3.240 1.248
H -1.218 2.072 1.041
H -0.298 1.707 2.356
H -1.903 -1.526 -0.911
H 1.088 -2.474 0.088
```

Summary:
Gap between HOMO and LUMO in eV: 9.399
LUMO in Ha: 0.009
Structure (SMILES): CSC(=O)NS


Entry ii
Density functional theory data (wB97M-V/def2-TZVPD) for a cluster of 3 separate species, C2H5NOS2 in total.

The geometry in XYZ format:
```
11
C2H5NOS2, DFT wB97M-V/def2-TZVPD
N -0.081 -1.502 -0.400
C 0.049 -0.814 0.584
S -0.185 0.183 1.754
H 0.217 -2.545 -0.299
C 3.044 2.576 -1.087
O 2.860 3.734 -1.381
H 4.042 2.191 -1.338
H 2.389 1.856 -0.617
S -3.919 -1.338 1.151
H -4.765 -1.742 0.166
H -3.653 -2.598 1.467
```

Summary:
Gap between HOMO and LUMO in eV: 10.024
LUMO in Ha: 0.011
Structure (SMILES): N=C=S.C=O.S


Which structure loses on stability? entry i does.


Entry i
Density functional theory data (wB97M-V/def2-TZVPD) for a cluster of 3 separate species, CH6NS2 in total.

The geometry in XYZ format:
```
10
CH6NS2, DFT wB97M-V/def2-TZVPD
C 0.157 -0.150 -0.582
N 0.840 0.844 -0.051
S -1.607 0.032 -0.642
S 0.996 -1.567 -1.073
H -0.589 0.342 2.371
H 1.855 0.810 -0.117
H -0.357 1.146 2.138
H 0.374 1.712 0.297
H -1.661 -1.281 -0.488
H -0.008 -1.888 -1.852
```

Summary:
Gap between HOMO and LUMO in eV: 10.284
Net charge: +1
LUMO in Ha: -0.186


Entry ii
Density functional theory data (wB97M-V/def2-TZVPD) for a cluster of 2 separate species, CH6NS2 in total.

The geometry in XYZ format:
```
10
CH6NS2, DFT wB97M-V/def2-TZVPD
C 0.820 0.626 0.503
N -1.275 -1.276 -0.715
S 1.903 0.005 1.566
S 0.820 2.138 -0.238
H 0.034 -0.037 0.171
H -1.588 -1.272 0.252
H -1.234 -2.182 -1.017
H -2.158 -0.807 -1.010
H 2.912 1.041 1.478
H -0.234 1.764 -0.989
```

Summary:
Gap between HOMO and LUMO in eV: 8.997
Net charge: +1
LUMO in Ha: -0.218


Which structure loses on stability? entry i does.


Entry i
Density functional theory data (wB97M-V/def2-TZVPD) for the ion C6H13INO with charge +1.

The geometry in XYZ format:
```
22
C6H13INO, DFT wB97M-V/def2-TZVPD
C -2.049 -0.348 -0.301
C -1.482 -1.594 -0.501
I -2.092 -3.116 0.947
O -0.440 -1.990 -1.201
C 0.316 -1.021 -1.849
C 1.446 -0.502 -0.892
C 1.196 0.820 -0.212
N 0.303 0.491 1.003
C -0.007 1.608 2.049
H -1.759 0.425 -0.955
H -2.963 -0.045 0.223
H -0.331 -0.189 -2.098
H 0.742 -1.515 -2.713
H 2.292 -0.375 -1.587
H 1.730 -1.230 -0.075
H 2.151 1.330 0.089
H 0.764 1.663 -0.859
H -0.462 0.088 0.513
H 0.747 -0.242 1.624
H 0.789 1.796 2.700
H -0.059 2.540 1.454
H -0.835 1.406 2.642
```

Summary:
Gap between HOMO and LUMO in eV: 9.656
Net charge: +1
LUMO in Ha: -0.110
Structure (SMILES): C=C(I)OCCC[NH2+]C


Entry ii
Density functional theory data (wB97M-V/def2-TZVPD) for the ion C6H13INO with charge +1.

The geometry in XYZ format:
```
22
C6H13INO, DFT wB97M-V/def2-TZVPD
C 2.701 -0.963 0.829
C 2.202 -1.182 -0.644
C 1.884 0.266 1.325
C 1.170 -0.074 -0.954
C -4.189 0.064 -0.909
C -3.084 0.086 0.218
N 1.704 0.972 0.035
O -3.240 0.943 1.137
I -1.044 -0.412 -0.184
H 2.633 -1.729 1.682
H 3.709 -0.781 0.699
H 2.996 -1.040 -1.302
H 1.748 -2.195 -0.960
H 0.910 -0.267 1.588
H 2.128 0.831 2.096
H 1.330 0.234 -1.933
H -3.971 1.113 -1.426
H -5.140 0.219 -0.419
H -4.227 -0.738 -1.564
H 1.134 1.876 0.004
H 2.671 1.244 -0.245
H -4.028 1.532 0.926
```

Summary:
Gap between HOMO and LUMO in eV: 7.695
Net charge: +1
LUMO in Ha: -0.133


Which structure loses on stability? entry ii does.


Entry i
Density functional theory data (wB97M-V/def2-TZVPD) for the molecule C4H5FS.

The geometry in XYZ format:
```
11
C4H5FS, DFT wB97M-V/def2-TZVPD
F -2.335 -0.223 0.029
C -0.996 0.042 -0.055
C -0.506 1.298 -0.140
C 0.994 1.255 0.159
S 1.480 -0.539 -0.079
C -0.129 -1.168 0.106
H -1.042 2.207 -0.283
H 1.673 1.783 -0.541
H 1.252 1.540 1.229
H -0.371 -1.722 1.024
H -0.363 -1.732 -0.858
```

Summary:
Gap between HOMO and LUMO in eV: 9.745
LUMO in Ha: 0.036
Structure (SMILES): FC1=CCSC1


Entry ii
Density functional theory data (wB97M-V/def2-TZVPD) for the molecule C4H5FS.

The geometry in XYZ format:
```
11
C4H5FS, DFT wB97M-V/def2-TZVPD
F 2.448 0.820 2.144
C 1.093 0.593 2.116
C 0.556 -0.113 0.913
C -0.008 -0.664 -0.003
C -0.852 -1.212 -1.070
S -1.605 0.146 -1.967
H 0.775 0.027 3.016
H 0.590 1.482 2.131
H -1.695 -1.751 -0.647
H -0.326 -1.858 -1.699
H -0.434 0.766 -2.360
```

Summary:
Gap between HOMO and LUMO in eV: 10.076
LUMO in Ha: 0.031
Structure (SMILES): FCC#CCS


Entry iii
Density functional theory data (wB97M-V/def2-TZVPD) for a cluster of 2 separate species, C4H5FS in total.

The geometry in XYZ format:
```
11
C4H5FS, DFT wB97M-V/def2-TZVPD
C 0.547 1.587 1.281
C -0.748 -1.925 -2.290
C -0.037 0.648 2.023
C -0.099 -1.064 -1.581
F 1.124 -0.605 -1.554
S -1.301 -0.378 1.481
H 1.341 2.200 1.667
H 0.242 1.760 0.261
H -1.783 -2.137 -2.093
H -0.294 -2.467 -3.119
H 0.265 0.463 3.047
```

Summary:
Gap between HOMO and LUMO (alpha / beta) in eV: 8.870 / 6.640
LUMO (alpha / beta) in Ha: -0.009 / -0.072


Entry iv
Density functional theory data (wB97M-V/def2-TZVPD) for the molecule C4H5FS.

The geometry in XYZ format:
```
11
C4H5FS, DFT wB97M-V/def2-TZVPD
C -2.751 -0.447 -0.042
C -1.560 -0.344 0.119
C -0.136 -0.104 0.331
S 0.405 1.626 -0.109
C 0.673 -1.165 -0.286
F 1.958 -1.183 0.093
H -3.694 -0.925 -0.297
H -0.119 -0.264 1.388
H 1.531 1.213 0.570
H 0.649 -0.893 -1.310
H 0.179 -2.150 -0.177
```

Summary:
Gap between HOMO and LUMO in eV: 10.430
LUMO in Ha: 0.030
Structure (SMILES): C#C[C@H](S)CF


Which structure loses on stability? entry iii does.


Entry i
Density functional theory data (wB97M-V/def2-TZVPD) for the molecule C4H5FS.

The geometry in XYZ format:
```
11
C4H5FS, DFT wB97M-V/def2-TZVPD
F 1.397 -0.338 -1.170
C 0.828 -0.121 0.129
C 0.151 1.143 0.256
C -1.025 1.027 -0.484
S -1.503 -0.520 -0.529
C -0.105 -1.270 0.284
H 1.678 -0.181 0.836
H 0.620 2.106 0.266
H -1.704 1.779 -0.714
H -0.585 -1.499 1.267
H 0.248 -2.125 -0.140
```

Summary:
Gap between HOMO and LUMO in eV: 9.111
LUMO in Ha: 0.031
Structure (SMILES): F[C@H]1C=CSC1


Entry ii
Density functional theory data (wB97M-V/def2-TZVPD) for the molecule C4H5FS.

The geometry in XYZ format:
```
11
C4H5FS, DFT wB97M-V/def2-TZVPD
C 2.251 0.037 -0.541
C 0.785 -0.174 -0.069
S 0.363 -0.781 1.297
C -0.146 0.434 -0.990
C -1.441 0.688 -1.016
F -2.291 0.526 0.081
H 2.395 -0.354 -1.538
H 2.478 0.988 -0.484
H 2.944 -0.512 0.116
H 0.284 0.569 -2.020
H -1.982 1.157 -1.849
```

Summary:
Gap between HOMO and LUMO in eV: 8.102
LUMO in Ha: -0.018
Structure (SMILES): CC(=S)/C=C\F


Which structure loses on stability? entry ii does.


Entry i
Density functional theory data (wB97M-V/def2-TZVPD) for a cluster of 3 separate species, C3H12NO2 in total.

The geometry in XYZ format:
```
18
C3H12NO2, DFT wB97M-V/def2-TZVPD
C -2.404 2.083 0.058
C -1.141 1.459 0.412
C -0.675 0.264 0.005
N -0.321 0.020 -1.512
H -3.187 1.433 0.451
H -2.489 2.277 -1.013
H -2.503 3.012 0.688
H -0.406 1.962 1.131
H -0.423 -0.525 0.629
H -1.009 -0.234 -2.152
H 0.250 -0.973 -1.233
H 0.226 0.752 -1.846
H 1.690 -1.654 0.528
H 1.038 -2.815 -0.635
O 1.042 -1.784 -0.461
H 3.327 -1.971 2.402
H 3.851 -1.368 1.032
O 3.134 -1.937 1.515
```

Summary:
Gap between HOMO and LUMO in eV: 8.761
Net charge: +1
LUMO in Ha: -0.141


Entry ii
Density functional theory data (wB97M-V/def2-TZVPD) for a cluster of 3 separate species, C3H12NO2 in total.

The geometry in XYZ format:
```
18
C3H12NO2, DFT wB97M-V/def2-TZVPD
C -1.053 -2.551 -1.357
C -0.018 -1.527 -1.073
C 1.219 -1.485 -1.570
N -0.117 -0.913 0.261
H -1.488 -2.526 -2.362
H -1.865 -2.524 -0.635
H -0.619 -3.537 -1.312
H 1.846 -0.642 -1.312
H 1.645 -2.159 -2.327
H -0.419 -1.545 1.011
H 0.813 -0.771 0.684
H -0.593 0.026 0.332
H -0.241 2.283 1.577
H -1.627 1.470 1.928
O -0.810 1.503 1.366
H 0.646 4.641 1.413
H 1.742 3.570 1.627
O 0.825 3.689 1.340
```

Summary:
Gap between HOMO and LUMO in eV: 10.737
Net charge: +1
LUMO in Ha: -0.128


Which structure loses on stability? entry i does.


Entry i
Density functional theory data (wB97M-V/def2-TZVPD) for a cluster of 3 separate species, C3H12NO2 in total.

The geometry in XYZ format:
```
18
C3H12NO2, DFT wB97M-V/def2-TZVPD
C 1.786 -1.144 -1.288
C 0.356 -0.698 -1.547
C -0.478 -1.017 -2.561
N 0.101 0.581 -0.826
H 2.444 -0.356 -1.770
H 2.120 -1.186 -0.225
H 1.829 -2.019 -1.969
H -1.356 -0.262 -2.755
H -0.438 -2.075 -3.029
H -0.379 0.368 0.110
H -0.414 1.379 -1.394
H 1.115 0.869 -0.522
H -0.334 0.992 2.581
H 0.814 0.426 1.759
O 0.159 1.130 1.684
H -2.912 1.603 4.004
H -2.103 0.374 4.227
O -2.309 1.035 3.520
```

Summary:
Gap between HOMO and LUMO in eV: 10.922
Net charge: +1
LUMO in Ha: -0.128


Entry ii
Density functional theory data (wB97M-V/def2-TZVPD) for a cluster of 2 separate species, C3H12NO2 in total.

The geometry in XYZ format:
```
18
C3H12NO2, DFT wB97M-V/def2-TZVPD
O 0.360 -0.931 -1.644
C -1.020 -0.614 -1.449
C -1.142 -0.341 0.010
N -0.028 0.653 0.466
C -0.506 2.069 0.807
H 0.582 -1.415 -2.450
H -1.251 0.146 -2.184
H -1.680 -1.443 -1.779
H -0.802 -1.253 0.542
H -2.221 0.059 0.184
H 0.442 0.711 -0.462
H 0.494 0.368 1.301
H -1.315 2.281 0.075
H 0.263 2.865 0.669
H -0.927 1.971 1.791
H 1.947 -1.781 1.604
H 2.665 -0.520 1.099
O 1.894 -0.751 1.646
```

Summary:
Gap between HOMO and LUMO in eV: 11.967
Net charge: +1
LUMO in Ha: -0.111


Which structure loses on stability? entry i does.